12 unconnected molecules or ions with the total composition C27H78O12. Source: the OMol25 dataset; level of theory: ωB97M-V/def2-TZVPD.

```
117
Properties=species:S:1:pos:R:3:forces:R:3
C 3.0812 4.2636 2.3174 1.252 -0.518 1.257
C 1.7765 4.0075 3.0417 -0.762 0.483 -1.216
C 1.6298 4.7667 4.3459 1.127 -1.022 0.381
O 0.6399 4.4359 2.2615 -0.416 0.140 -0.009
H 3.2920 5.3200 2.1498 -0.294 0.008 -0.328
H 3.3490 3.6204 1.4765 -0.688 0.232 -0.391
H 3.8688 3.9397 3.0151 -0.029 0.213 0.105
H 1.6242 2.9305 3.1642 0.325 0.032 0.404
H 1.8231 5.8301 4.2253 -0.532 0.094 -0.154
H 2.4077 4.4213 5.0384 -0.088 -0.070 0.017
H 0.6776 4.4929 4.7920 -0.166 0.528 -0.011
H 0.8316 4.5544 1.3299 0.305 -0.106 0.000
C 1.4849 5.1379 -5.5655 1.133 0.666 1.641
C 1.2643 4.6069 -4.1260 -1.050 -0.642 -1.216
C 0.7789 3.1593 -4.1801 -0.420 1.219 -0.349
O 2.4370 4.5984 -3.3178 0.241 0.602 -0.434
H 1.7761 6.1922 -5.4792 -0.166 0.060 -0.132
H 0.5737 5.0996 -6.1500 0.098 -0.337 -0.215
H 2.3719 4.6526 -5.9769 -0.406 -0.357 -0.500
H 0.4773 5.2379 -3.6974 0.211 -0.011 0.392
H -0.1147 3.1373 -4.8091 -0.056 -0.168 0.136
H 0.4983 2.8694 -3.1686 0.279 -0.601 -0.085
H 1.5445 2.5833 -4.6950 -0.019 -0.458 0.450
H 3.0442 5.2411 -3.7063 0.085 -0.080 0.354
C 7.2454 2.2140 0.5884 0.920 0.771 0.170
C 6.1033 2.4983 -0.3424 -0.094 -1.027 -1.141
C 6.4954 2.2030 -1.7978 0.291 0.599 -0.160
O 5.0594 1.5970 0.0161 -0.416 0.267 0.285
H 8.1438 2.7327 0.2293 -0.180 0.318 0.222
H 7.5834 1.1776 0.6042 -0.633 -0.218 -0.052
H 7.0109 2.5480 1.5999 0.133 -0.111 0.023
H 5.7788 3.5483 -0.3393 -0.085 -0.131 0.578
H 7.2251 1.3941 -1.8492 -0.341 -0.289 -0.113
H 6.9708 3.0606 -2.2902 0.018 0.040 0.234
H 5.5891 2.0043 -2.3705 0.105 -0.310 -0.056
H 4.2328 1.8928 -0.4109 0.301 0.011 0.126
C -3.7915 0.9129 -0.7412 0.706 0.191 0.012
C -3.5598 1.0688 -2.2651 -0.333 -0.996 1.562
C -2.5861 0.0174 -2.7647 1.328 1.138 -0.299
O -4.8479 0.9106 -2.8399 -0.269 0.259 -0.492
H -4.5886 1.5699 -0.3983 -0.205 -0.130 -0.128
H -2.9047 1.1816 -0.1545 0.054 0.059 -0.350
H -4.0066 -0.1194 -0.4698 -0.412 -0.004 -0.197
H -3.0853 2.0428 -2.4112 -0.379 0.172 -0.386
H -2.8497 -1.0350 -2.7233 -0.419 0.063 0.267
H -1.6816 0.2245 -2.1732 -0.283 -0.608 -0.016
H -2.2462 0.2545 -3.7793 -0.461 -0.126 -0.160
H -5.0414 1.5796 -3.5010 0.208 0.012 -0.015
C 2.1725 0.0255 -3.0419 -0.281 -1.466 0.473
C 1.7526 -0.9742 -4.1438 -0.212 0.962 -0.329
C 0.3286 -1.4787 -4.0225 0.036 -0.160 0.968
O 1.9047 -0.3418 -5.4348 0.035 -0.348 0.423
H 2.8080 0.8340 -3.3885 0.072 -0.021 -0.044
H 2.6935 -0.5879 -2.3003 0.271 0.423 0.154
H 1.3190 0.4304 -2.5057 -0.093 0.332 -0.320
H 2.4086 -1.8461 -4.0928 0.159 -0.011 -0.099
H 0.1556 -2.2891 -4.7262 -0.259 0.221 -0.232
H -0.4387 -0.7028 -4.0284 0.294 0.071 -0.693
H 0.1752 -1.9041 -3.0216 0.317 -0.186 -0.033
H 2.8148 -0.0268 -5.4245 -0.050 0.073 -0.361
C -6.1890 -1.5076 3.5838 -0.127 -0.274 0.204
C -5.5313 -0.7951 2.4131 0.637 -0.151 0.864
C -4.0166 -0.6733 2.6180 -0.442 -0.029 0.470
O -5.8393 -1.4499 1.1925 -0.251 0.404 -0.025
H -6.1399 -0.9592 4.5275 0.308 0.156 -0.093
H -5.7101 -2.4783 3.7420 -0.262 -0.109 -0.009
H -7.2553 -1.6090 3.3741 0.065 -0.315 -0.077
H -5.9267 0.2210 2.5163 -0.261 -0.009 -1.255
H -3.5160 -0.2792 1.7374 -0.019 0.020 -0.051
H -3.6173 -1.6529 2.8808 0.198 -0.025 -0.119
H -3.8509 0.0046 3.4610 0.201 -0.038 -0.057
H -5.5198 -2.3721 1.2426 0.003 0.449 0.274
C -0.0884 -1.1988 0.2294 -0.559 -0.385 -0.204
C -0.1927 0.2658 0.6000 0.974 0.035 0.581
C 1.1121 0.7748 1.2524 -0.461 -0.131 -0.590
O -0.4746 1.0556 -0.5434 -0.193 0.225 0.004
H -1.0381 -1.5108 -0.2059 0.107 0.032 -0.204
H 0.0528 -1.8731 1.0754 0.165 0.271 0.156
H 0.7070 -1.3974 -0.4945 0.078 0.121 0.060
H -1.0318 0.3715 1.2919 -0.041 0.291 -0.104
H 1.9367 0.4586 0.6075 0.171 -0.176 0.292
H 1.2048 0.4008 2.2726 0.230 -0.039 -0.029
H 1.1554 1.8628 1.2504 -0.316 0.035 0.223
H 0.0743 0.7375 -1.2663 0.119 0.027 0.070
C -1.4102 -5.8045 5.0641 1.119 0.129 -0.028
C -1.3576 -5.1416 3.6953 -0.097 0.320 -0.020
C -1.0859 -3.6441 3.7882 -0.981 0.247 -0.585
O -0.3557 -5.7605 2.9147 -0.050 -0.158 0.063
H -0.3831 -5.7724 5.4459 -0.086 0.024 0.148
H -1.6631 -6.8621 5.0185 -0.312 0.064 -0.103
H -2.0342 -5.2576 5.7685 -0.244 -0.106 -0.098
H -2.3554 -5.2665 3.2423 0.129 -0.041 -0.260
H -2.0162 -3.1239 4.0485 0.284 -0.021 0.719
H -0.9391 -3.2220 2.7872 0.459 -0.244 -0.065
H -0.2410 -3.3988 4.4283 -0.083 0.054 0.119
H -0.0066 -5.1438 2.2380 -0.252 -0.472 0.281
C -3.5899 -5.4104 0.0341 0.289 -0.426 -0.312
C -3.2799 -4.0630 0.6554 -0.540 -1.360 0.147
C -3.2518 -2.9654 -0.3907 -0.133 0.844 0.954
O -4.3179 -3.8394 1.6451 0.054 1.186 -0.444
H -3.6671 -6.2346 0.7483 0.283 0.172 0.253
H -2.8054 -5.6760 -0.6812 -0.208 -0.061 -0.069
H -4.5665 -5.3861 -0.4528 0.116 0.210 -0.246
H -2.3246 -4.0868 1.1861 0.099 -0.051 -0.139
H -4.2210 -2.7620 -0.8461 -0.066 -0.210 0.013
H -2.5039 -3.1020 -1.1696 0.004 -0.478 0.053
H -2.9499 -2.0611 0.1407 -0.218 0.210 -0.163
H -4.4174 -4.5944 2.2280 0.225 -0.241 -0.130
O 2.8211 2.8385 -1.0448 -0.197 0.072 -0.306
H 2.7349 3.2620 -1.9173 0.053 0.089 0.128
H 2.2140 3.3240 -0.4771 0.024 -0.085 -0.012
O 0.8406 -4.4809 0.8431 0.131 0.396 -0.229
H 1.4190 -3.7166 0.9858 0.137 -0.103 -0.116
H 1.2037 -4.9289 0.0722 -0.043 -0.057 0.103
O 2.8488 -2.2598 1.4644 -0.109 -0.029 0.168
H 3.5240 -1.5786 1.3602 -0.049 -0.058 -0.083
H 2.3512 -1.9936 2.2470 0.129 0.055 -0.038
```
Forces are in eV/Å.

Structure (SMILES): CC(C)O.CC(C)O.CC(C)O.CC(C)O.CC(C)O.CC(C)O.CC(C)O.CC(C)O.CC(C)O.O.O.O
Charge: 0
Molecular weight (g mol⁻¹): 594.909
E_LUMO (eV): 0.20
HOMO energy (eV): -9.509
F_max (Eh/bohr): 0.04089
Gap between HOMO and LUMO (eV): 9.714
Energy above the lowest of the compared OMol25 structures with the same formula, charge and spin (kJ/mol): 0.0

---

10 unconnected molecules or ions with the total composition C27H79N5O10. Source: the OMol25 dataset; level of theory: ωB97M-V/def2-TZVPD.

```
121
Properties=species:S:1:pos:R:3:forces:R:3
C 4.5155 12.2906 24.9317 0.101 -0.415 -0.461
O 5.8194 12.7767 25.2033 -0.771 0.596 -0.207
C 6.1106 13.9434 24.4630 0.811 1.222 -0.194
C 7.4435 14.4887 24.9585 1.211 -0.919 -0.677
C 7.5387 14.9038 26.4109 -1.462 1.054 -0.139
N 7.9122 15.6194 24.1404 -0.236 -0.065 0.403
H 4.2658 12.3895 23.8684 0.150 0.080 -0.025
H 3.7418 12.8183 25.4923 0.121 -0.039 0.227
H 4.5290 11.2213 25.1402 -0.191 0.087 0.291
H 6.2022 13.7203 23.3915 0.133 -0.357 0.009
H 5.3912 14.7766 24.4620 -0.527 -0.431 0.739
H 8.1341 13.6376 24.8364 0.037 0.008 -0.020
H 6.8808 15.7814 26.4999 -0.024 -0.092 0.200
H 8.5188 15.2997 26.6691 0.226 -0.484 0.005
H 7.1594 14.1565 27.1043 0.369 -0.160 0.010
H 8.8941 15.7080 24.3851 -0.051 0.319 -0.275
H 7.9018 15.4337 23.1434 -0.103 -0.257 0.045
C 8.8135 14.7647 16.6447 -0.427 -1.294 -0.344
O 8.0443 14.7827 17.8205 0.104 0.981 0.461
C 7.4597 13.5928 18.2514 -0.310 -0.360 -0.551
C 6.5427 13.9074 19.4066 -0.569 -0.372 0.470
C 7.2007 14.4909 20.6356 0.731 0.350 1.068
N 5.8545 12.6528 19.7760 -0.640 0.128 0.163
H 9.0254 15.7752 16.3068 0.039 0.091 0.300
H 8.2369 14.2634 15.8563 0.146 0.130 -0.145
H 9.7319 14.1848 16.7957 0.127 0.216 -0.042
H 6.7712 13.1705 17.4995 0.288 0.133 -0.371
H 8.1827 12.7913 18.4571 0.182 0.216 0.294
H 5.8219 14.6442 19.0286 0.110 0.050 -0.116
H 7.5990 13.7375 21.3262 0.302 -0.367 -0.597
H 6.5695 15.0440 21.3413 -0.569 0.134 -0.640
H 8.0009 15.1862 20.3706 0.004 -0.056 -0.102
H 5.5781 12.1025 18.9653 0.287 0.191 -0.182
H 4.9514 12.9212 20.1623 0.175 -0.155 0.298
C 11.1179 15.2329 22.4819 -0.447 0.692 -0.206
O 10.8408 15.6376 23.8156 0.623 -0.188 -0.287
C 11.9479 16.3528 24.3452 -0.021 -0.325 0.262
C 11.4903 17.3191 25.4118 0.105 1.832 0.435
C 10.4513 18.2867 24.8709 -1.417 -0.499 -1.395
N 12.6326 18.2068 25.8443 0.009 -1.296 0.137
H 10.2246 14.7611 22.0776 0.009 -0.164 0.095
H 11.9859 14.5840 22.3452 -0.001 -0.191 0.427
H 11.3075 16.1432 21.9043 0.003 -0.063 -0.251
H 12.6517 15.6142 24.7532 0.165 0.204 0.003
H 12.4452 16.9220 23.5504 0.010 0.028 0.045
H 11.0826 16.8219 26.2974 -0.039 -0.424 -0.244
H 10.7959 18.8346 23.9892 0.574 0.159 0.324
H 9.9985 18.9982 25.5587 0.469 -0.042 0.378
H 9.5922 17.7579 24.4296 0.092 -0.173 0.450
H 13.4654 17.6211 25.9497 -0.080 0.168 -0.055
H 12.4071 18.4607 26.8030 0.123 0.318 -0.114
C 8.0087 18.5830 14.5449 -0.393 -1.190 -0.160
O 7.3673 18.5302 13.2819 0.558 0.782 -0.115
C 6.7877 19.7924 12.9860 -1.030 -0.227 0.674
C 6.2152 19.7391 11.5815 0.741 -0.066 -0.796
C 7.3758 19.8018 10.5796 0.386 -0.103 0.616
N 5.3429 20.8648 11.2886 -0.695 0.521 0.890
H 8.3593 17.5664 14.7338 0.236 0.089 -0.061
H 7.2671 18.7664 15.3310 0.167 0.495 0.055
H 8.8502 19.2775 14.5485 -0.114 0.170 0.151
H 5.9868 19.9309 13.7335 -0.134 0.225 -0.192
H 7.4773 20.6291 13.1457 0.224 -0.101 -0.301
H 5.6791 18.7856 11.4934 0.181 -0.132 -0.008
H 8.1395 19.0455 10.7807 -0.470 -0.467 -0.291
H 7.9599 20.7103 10.7512 -0.485 0.355 -0.227
H 6.9971 19.7694 9.5605 0.257 -0.086 -0.113
H 4.5617 20.8833 11.9425 0.209 0.065 0.062
H 4.8883 20.8151 10.3856 0.408 -0.246 -0.204
C 8.1302 18.0927 18.3457 0.664 0.001 -0.017
O 7.3393 18.7410 19.3147 0.011 -0.509 0.136
C 6.0702 19.0635 18.8016 0.102 0.219 -0.183
C 5.2079 19.6180 19.9047 -0.957 0.242 0.240
C 4.9662 18.6433 21.0533 0.381 0.227 0.261
N 3.8946 19.9691 19.3118 0.634 -0.495 -0.303
H 8.6049 18.8359 17.6970 -0.343 -0.013 -0.451
H 7.5675 17.3269 17.8097 -0.109 0.170 -0.262
H 8.9784 17.5616 18.7817 -0.225 0.077 0.579
H 6.1751 19.8455 18.0311 -0.006 -0.072 -0.113
H 5.5844 18.2016 18.3255 0.048 -0.114 0.120
H 5.6836 20.5484 20.2369 0.264 -0.267 0.416
H 5.8992 18.3531 21.5384 0.044 -0.033 -0.141
H 4.4453 17.7460 20.7188 0.033 0.019 -0.200
H 4.3537 19.1000 21.8341 -0.072 0.097 -0.099
H 4.0885 20.5440 18.4983 -0.423 0.218 0.115
H 3.3405 20.4848 19.9807 -0.016 0.169 -0.092
C 4.9421 11.5178 14.8611 -1.204 0.624 0.595
C 3.6189 11.7083 14.0716 1.313 1.355 0.047
C 3.6414 10.8053 12.8664 -0.687 -1.115 -0.248
O 2.4982 11.5267 14.8962 -0.716 -0.650 0.014
H 4.8753 12.1022 15.7830 -0.156 -0.081 0.114
H 5.8210 11.9424 14.3776 0.053 -0.634 -0.437
H 4.9596 10.4688 15.1587 0.663 -0.043 -0.171
H 3.5947 12.7470 13.6991 0.124 -0.046 -0.001
H 4.6046 10.8632 12.3619 0.026 0.152 0.022
H 2.8558 10.9527 12.1210 -0.016 0.502 0.167
H 3.4955 9.7563 13.1546 0.228 0.088 0.255
H 2.5386 12.0639 15.7118 0.493 -0.274 -0.518
C 5.9824 15.6406 13.2469 -0.602 0.546 -0.767
O 7.2849 15.1055 13.4344 -0.290 0.058 0.006
H 5.9688 16.7323 13.2206 0.283 0.019 0.365
H 5.5791 15.3720 12.2630 -0.050 -0.395 0.125
H 5.2731 15.3119 14.0037 0.324 -0.298 0.176
H 7.7074 15.1991 12.5759 0.267 -0.047 0.158
C 7.9620 10.8869 23.5093 -0.756 -1.246 -0.692
O 7.9870 11.0326 24.9107 0.030 0.821 -0.223
H 7.6470 9.8527 23.3203 0.228 -0.042 -0.268
H 7.2158 11.4731 22.9592 -0.035 0.387 0.464
H 8.8998 11.0351 22.9684 0.325 0.184 0.560
H 7.2993 11.6910 25.1223 0.216 -0.291 0.160
C 10.8520 11.4906 20.0403 -0.567 -0.827 -0.545
O 11.9952 10.7692 19.5824 0.060 0.264 0.528
H 10.7064 11.5168 21.1243 0.487 0.136 0.051
H 10.8887 12.4933 19.6230 0.059 0.014 0.083
H 9.9763 10.9589 19.6474 -0.232 0.442 -0.026
H 11.8960 9.8710 19.9123 0.162 0.005 -0.078
C 2.1960 11.7223 18.3142 -1.044 0.152 -0.076
O 2.9697 12.5513 17.4436 -0.021 0.109 0.533
H 1.1485 12.0372 18.2520 -0.023 -0.196 -0.038
H 2.2410 10.6926 17.9709 0.266 0.028 -0.042
H 2.4454 11.7841 19.3762 0.538 0.061 -0.134
H 2.6421 13.4490 17.5708 0.225 0.018 -0.046
```
Forces are in eV/Å.

Structure (SMILES): COC[C@H](C)N.COC[C@H](C)N.COC[C@H](C)N.COC[C@H](C)N.COC[C@H](C)N.CC(C)O.CO.CO.CO.CO
Charge: 0
Molecular weight (g mol⁻¹): 633.954
E_LUMO (eV): 0.16
HOMO energy (eV): -8.950
F_max (Eh/bohr): 0.03986
Gap between HOMO and LUMO (eV): 9.106
Energy above the lowest of the compared OMol25 structures with the same formula, charge and spin (kJ/mol): 124.9

---

Q: Number 2 is which compound?
A: C27H79N5O10

---

Q: The highest F_max belongs to which entry?
A: C27H78O12